[1]
ORCA calculation (ωB97M-V/def2-TZVPD) on a cluster of 4 separate species, C4H16NO3 in total at a distorted geometry.

```
24
Properties=species:S:1:pos:R:3:nbo_charge:R:1
C -1.11329 1.88217 0.02430 -0.66
C 0.31854 2.29812 -0.22715 -0.40
C 1.25453 0.96856 -0.09721 -0.28
C 0.66549 0.60047 2.23100 0.11
N 1.16000 0.12064 1.14418 -0.39
H -1.81068 2.03485 -0.69032 0.24
H -1.70622 2.44083 0.84308 0.24
H -1.36554 0.85030 0.38337 0.19
H 0.59931 2.91265 0.57488 0.21
H 0.43367 2.80148 -1.13429 0.26
H 2.38495 1.28284 0.02367 0.25
H 1.32721 0.39747 -1.18071 0.30
H 0.27178 1.60267 2.56502 0.25
H 0.51986 0.01826 3.06425 0.22
H 1.62583 -0.78506 1.07821 0.47
H -2.49570 -0.70949 -2.14304 0.50
H -1.57464 -0.06952 -0.93722 0.47
O -1.94874 -0.86984 -1.39813 -0.97
H -1.93862 -3.24875 0.08243 0.46
H -0.75609 -3.00605 -0.51540 0.43
O -1.35157 -3.64726 -0.57295 -0.89
H 1.96356 -2.81050 -1.72534 0.49
H 1.40732 -2.70043 -0.46087 0.45
O 2.12903 -2.36442 -0.93177 -0.93
```

Computed properties:
LUMO level: -0.198 Eh
E_HOMO: -14.13 eV
2S+1: 1
frontier orbital gap: 8.733 eV
net charge: +1
energy relative to the best compared isomer or geometry (same formula, charge and spin): 105.89 kcal per mole

---

[2]
ORCA calculation (ωB97M-V/def2-TZVPD) on the molecule C5H10O2.

```
17
Properties=species:S:1:pos:R:3:nbo_charge:R:1
C 2.54430 -0.68812 0.02806 -0.62
C 1.05408 -0.92864 -0.14575 -0.07
O 0.39043 0.32469 -0.18272 -0.54
C -0.93544 0.29161 0.28653 -0.01
C -1.42652 1.72956 0.38366 -0.61
C -1.85912 -0.45992 -0.66063 0.42
O -2.90527 -0.95328 -0.31650 -0.51
H 2.72174 -0.08497 0.92386 0.21
H 3.08100 -1.63855 0.13112 0.21
H 2.95884 -0.15418 -0.83269 0.21
H 0.85879 -1.49202 -1.07205 0.17
H 0.66408 -1.52717 0.69139 0.17
H -0.99496 -0.19773 1.27281 0.18
H -2.44103 1.75471 0.79085 0.22
H -0.75966 2.30328 1.03259 0.23
H -1.42647 2.19396 -0.60817 0.21
H -1.52481 -0.47323 -1.72237 0.11
```

Computed properties:
LUMO level: 0.035 Eh
SMILES string: CCO[C@@H](C)C=O
E_HOMO: -9.62 eV
2S+1: 1
frontier orbital gap: 10.555 eV
net charge: 0
energy relative to the best compared isomer or geometry (same formula, charge and spin): 38.30 kcal per mole

---

[3]
ORCA calculation (ωB97M-V/def2-TZVPD) on a structure of composition C4H16MnN4O4 at a distorted geometry.

```
29
Properties=species:S:1:pos:R:3:nbo_charge:R:1
Mn 7.75600 23.36900 8.10200 1.54
C 6.48900 24.62200 6.14100 0.73
O 5.57700 25.57000 6.44600 -0.47
N 6.23700 23.38500 6.46800 -0.94
N 7.77800 24.74400 6.47600 -0.94
H 6.22700 22.86500 5.60600 0.43
H 5.21500 23.26000 6.73200 0.45
H 8.35300 24.41700 5.64900 0.43
H 7.95600 25.79600 6.54600 0.45
C 8.64500 24.44600 10.37600 0.74
O 9.20200 24.86500 11.60800 -0.48
N 9.32100 23.92800 9.40300 -0.99
N 7.43900 24.33500 10.01700 -0.98
H 9.92400 24.73000 9.16400 0.46
H 10.13000 23.33600 9.82300 0.47
H 7.00900 25.21900 10.27700 0.47
H 6.93700 23.87400 10.82400 0.47
C 9.59500 21.00800 8.18600 -0.26
O 9.16000 21.96400 7.25000 -0.78
H 9.03500 20.05800 7.95500 0.21
H 9.37200 21.41900 9.15200 0.16
H 10.68200 20.76000 8.22900 0.23
H 9.62000 21.82400 6.46800 0.52
C 5.68500 20.74200 8.58800 -0.27
O 6.65100 21.62200 9.05500 -0.78
H 4.79500 20.79200 9.26200 0.21
H 6.13000 19.75000 8.48600 0.21
H 5.25400 20.98600 7.58800 0.18
H 6.47200 21.51200 9.96900 0.51
```

Computed properties:
LUMO level (spin up / spin down): -0.284 / -0.285 Eh
E_HOMO (spin up / spin down): -17.31 / -17.75 eV
2S+1: 6
frontier orbital gap (spin up / spin down): 9.587 / 9.976 eV
net charge: +2
energy relative to the best compared isomer or geometry (same formula, charge and spin): 0.00 kcal per mole

---

[4]
ORCA calculation (ωB97M-V/def2-TZVPD) on a cluster of 7 separate species, C23H38O21 in total at a distorted geometry.

```
82
Properties=species:S:1:pos:R:3:mulliken_spin:R:1
C 0.81555 -4.46352 -1.41672 0.00
C 2.10850 -5.15748 -1.01831 0.00
O 1.52079 -6.16095 -0.21930 0.00
C 0.37438 -5.71505 0.34033 0.00
O -0.28344 -6.24356 1.33054 0.00
O -0.00628 -4.61177 -0.32003 0.00
H 0.33571 -5.03156 -2.21371 0.00
H 0.99888 -3.41218 -1.63850 0.00
H 2.73255 -4.45348 -0.46781 0.00
H 2.46941 -5.37931 -2.02261 0.00
C -0.43493 -0.12727 0.11151 0.00
C -0.19942 -0.53756 -1.29610 0.00
O -1.29079 0.03315 -1.90769 0.00
C -1.81671 0.99717 -1.12482 0.00
O -2.81770 1.71367 -1.41004 0.00
O -1.20542 1.01180 0.04999 0.00
H 0.34994 -0.23270 0.86049 0.00
H -1.08721 -0.86160 0.58417 0.00
H -0.00717 -1.61030 -1.31540 0.00
H 0.79720 -0.14694 -1.50170 0.00
C 4.87586 0.63219 -1.91375 0.00
C 3.95168 0.22434 -2.99606 0.00
C 4.51565 -0.20057 -4.31446 0.00
O 4.13828 -1.53781 -4.44073 0.00
C 3.41174 -1.95917 -3.37260 0.00
O 3.02560 -3.08221 -3.14800 0.00
O 3.13911 -0.96561 -2.59664 0.00
H 5.86182 0.18666 -2.04594 0.00
H 4.55288 0.33800 -0.91513 0.00
H 4.95325 1.71677 -1.83748 0.00
H 3.26579 1.05253 -3.17424 0.00
H 5.59655 -0.14222 -4.44229 0.00
H 4.11033 0.42210 -5.11201 0.00
C 6.30950 -0.13264 3.01935 0.00
C 5.31426 -1.30276 2.64480 0.00
C 4.08176 -1.42724 3.54657 0.00
O 3.03928 -1.48789 2.60262 0.00
C 3.39351 -1.39493 1.37446 0.00
O 2.72398 -1.41684 0.34047 0.00
O 4.73368 -1.14514 1.35832 0.00
H 5.87505 0.82574 3.30368 0.00
H 7.05251 0.09351 2.25457 0.00
H 6.80063 -0.53176 3.90683 0.00
H 5.90642 -2.21786 2.64852 0.00
H 4.02514 -0.48817 4.09707 0.00
H 4.15814 -2.21945 4.29134 0.00
C -2.25701 -0.88712 6.46853 0.00
O -2.36407 -1.49638 5.22302 0.00
C -1.24375 -1.48299 4.47483 0.00
O -0.38233 -0.54690 4.46844 0.00
O -1.40560 -2.34447 3.50753 0.00
C -0.19479 -2.77149 2.74872 0.00
H -2.99556 -1.37414 7.10529 0.00
H -2.42639 0.18963 6.46343 0.00
H -1.26989 -1.10450 6.87649 0.00
H 0.49250 -2.03098 2.33961 0.00
H -0.59039 -3.43112 1.97639 0.00
H 0.53427 -3.38822 3.27427 0.00
C -3.39762 8.39820 1.07100 0.00
O -2.62107 8.02636 -0.09154 0.00
C -2.53596 6.80627 -0.68281 0.00
O -1.72753 6.62748 -1.63042 0.00
O -3.34000 5.88711 -0.04072 0.00
C -3.09316 4.53491 -0.33009 0.00
H -3.33176 7.58474 1.79354 0.00
H -4.42407 8.62552 0.78320 0.00
H -3.02280 9.29257 1.56870 0.00
H -3.85330 3.93844 0.17439 0.00
H -2.09404 4.18157 -0.07508 0.00
H -3.34319 4.37766 -1.37931 0.00
C -7.98039 1.66880 -2.54416 0.00
O -6.63781 1.88170 -2.88457 0.07
C -5.79628 0.91146 -2.73847 -0.07
O -5.99986 -0.14395 -2.09408 0.89
O -4.78004 1.04294 -3.61167 0.11
C -3.89598 -0.10607 -3.79003 0.00
H -8.65289 2.25191 -3.17331 0.00
H -8.18730 1.90000 -1.49925 0.00
H -8.22056 0.61882 -2.71135 0.00
H -4.54013 -0.83075 -4.28804 0.00
H -3.52350 -0.55557 -2.86953 0.00
H -3.06399 0.29842 -4.36649 0.00
```

Computed properties:
LUMO level (spin up / spin down): -0.133 / -0.354 Eh
E_HOMO (spin up / spin down): -12.19 / -12.19 eV
2S+1: 2
frontier orbital gap (spin up / spin down): 8.560 / 2.567 eV
net charge: +1

---

[5]
ORCA calculation (ωB97M-V/def2-TZVPD) on a structure of composition C37H53Cl3GeN7PPtSi at a distorted geometry.

```
104
Properties=species:S:1:pos:R:3:mulliken_spin:R:1
Pt -2.93979 -1.48677 -0.30093 1.45
C -4.55163 -3.46858 3.86776 -0.02
C -3.74841 -3.19249 2.70724 0.01
N -3.75193 -2.04086 2.06917 0.11
C -4.60036 -1.07178 2.48432 -0.06
C -5.45700 -1.23032 3.56522 -0.03
C -5.41335 -2.45778 4.24711 0.01
C -6.36184 -0.24077 3.94346 0.13
C -6.45625 0.88437 3.20171 -0.06
C -5.65915 1.09062 2.00626 0.23
C -4.64850 0.12306 1.71083 -0.08
N -3.77346 0.22527 0.65057 0.52
C -3.40450 1.34559 0.06179 0.14
C -3.60651 2.69628 0.61963 0.28
C -3.26553 3.82431 -0.05997 -0.04
C -2.74119 3.70472 -1.37232 0.35
C -2.41632 2.48567 -1.93722 -0.08
C -1.79628 2.24905 -3.19122 0.42
C -1.54758 0.92728 -3.60927 0.02
C -1.91976 -0.11794 -2.87714 0.13
N -2.51241 0.03819 -1.66466 0.36
C -2.78247 1.27110 -1.16250 0.07
H -4.48104 -4.41202 4.38463 0.00
H -2.98962 -3.91038 2.39422 0.01
H -6.08682 -2.62167 5.09782 0.00
H -6.96509 -0.34739 4.83461 0.00
H -7.25668 1.57031 3.47015 0.00
H -5.88550 1.97031 1.47483 0.00
H -3.85209 2.70854 1.68499 0.01
H -3.37750 4.86985 0.25120 0.01
H -2.45773 4.60352 -1.89391 0.00
H -1.47935 3.11515 -3.76166 0.00
H -1.10001 0.74981 -4.58907 0.00
H -1.77060 -1.13126 -3.24888 0.02
C -0.57575 -1.38517 2.65789 0.04
Si -0.18202 -2.69648 1.36612 -0.04
C 1.31467 -2.08774 0.31020 -0.02
C 0.49267 -4.19197 2.30575 0.02
C -1.61061 -3.11041 0.20108 0.51
H 0.37973 -1.18389 3.20345 0.00
H -1.32240 -1.79488 3.34106 0.01
H -0.95952 -0.42067 2.29391 -0.02
H 2.21574 -2.13068 0.96707 0.00
H 0.19475 -0.35857 -0.45801 -0.01
H 1.53490 -2.75507 -0.52297 0.00
H 1.23208 -3.78301 3.02711 0.00
H 0.92485 -4.87785 1.60784 0.00
H -0.27209 -4.76902 2.84731 0.00
H -2.22322 -3.97436 0.59324 0.03
H -1.23007 -3.30875 -0.85547 0.04
N 1.10229 -0.67998 -0.16064 0.04
P 2.34238 0.19843 -0.74401 0.00
N 3.49786 0.27507 0.43399 0.00
C 3.05956 0.51175 1.80898 0.00
C 4.22993 0.28863 2.76817 0.00
C 5.29944 1.37477 2.53739 0.00
C 5.10019 2.03162 1.18945 0.00
C 4.73094 1.03942 0.09372 0.00
N 3.03504 -0.44015 -2.06926 -0.01
C 4.42726 -1.01628 -2.14947 0.00
C 4.43110 -2.16129 -3.17078 0.00
C 3.15331 -3.02055 -3.11291 0.00
C 1.90861 -2.19541 -3.47669 0.00
C 2.20457 -0.69164 -3.26049 0.03
N 1.72341 1.62141 -1.18576 0.00
C 2.01726 2.36995 -2.40092 0.00
C 2.64636 3.75147 -2.06577 0.00
C 1.68853 4.52837 -1.16108 0.00
C 1.38966 3.70146 0.15394 0.00
C 0.88848 2.31266 -0.23788 0.00
H 2.23079 -0.15144 1.98986 0.00
H 2.71589 1.53654 1.94081 0.00
H 4.65572 -0.70158 2.56505 0.00
H 3.82553 0.28491 3.77076 0.00
H 6.28596 0.91291 2.54387 0.00
H 5.31279 2.13826 3.31801 0.00
H 6.01250 2.48644 0.86214 0.00
H 4.33624 2.78959 1.25642 0.00
H 5.55341 0.34074 -0.07124 0.00
H 4.61396 1.52513 -0.89829 0.00
H 4.69296 -1.46924 -1.16328 0.00
H 5.13250 -0.22917 -2.44422 0.00
H 5.30360 -2.77381 -2.98442 0.00
H 4.56187 -1.74798 -4.17930 0.00
H 3.01560 -3.41223 -2.11057 0.00
H 3.24151 -3.91506 -3.74459 0.00
H 1.03973 -2.38763 -2.87227 0.00
H 1.58052 -2.35296 -4.53715 0.00
H 1.27166 -0.13576 -3.13815 -0.02
H 2.73686 -0.28338 -4.12349 0.00
H 1.08107 2.48776 -3.01488 0.00
H 2.68203 1.77030 -3.05355 0.00
H 2.87125 4.33188 -2.98409 0.00
H 3.60220 3.57809 -1.56374 0.00
H 0.73842 4.75155 -1.68796 0.00
H 2.05757 5.52025 -0.96101 0.00
H 0.59869 4.15942 0.75391 0.00
H 2.30324 3.66948 0.75823 0.00
H -0.12066 2.43193 -0.65706 0.01
H 0.83654 1.78454 0.71073 0.00
Cl -6.91421 -1.13938 -1.46303 0.07
Ge -5.10237 -2.36598 -1.23943 0.23
Cl -5.78623 -4.10739 -0.06098 0.07
Cl -4.70082 -3.02098 -3.25143 0.06
```

Computed properties:
LUMO level (spin up / spin down): -0.086 / -0.173 Eh
E_HOMO (spin up / spin down): -7.83 / -10.58 eV
2S+1: 6
frontier orbital gap (spin up / spin down): 5.508 / 5.871 eV
net charge: +1
energy relative to the best compared isomer or geometry (same formula, charge and spin): 1.63 kcal per mole

---

Ordered calculated total energy results: -12030.041, -9441.382, -49857.578, -67451.229, -164153.480; unit eV.